58
Properties=species:S:1:pos:R:3:forces:R:3 method="wB97M-V/def2-TZVPD" homo_energy_ev=-9.373 orbital_gap_ev=9.7 charge=0 e_above_lowest_kj_mol=91.47 e_tot_ha=-1268.18380
O 9.377575 12.821000 10.840930 -1.1 0.3 -0.2
C 8.197425 12.210490 11.304260 -0.6 -1.3 1.3
C 8.144555 12.103660 12.871620 -0.4 2.0 -2.5
O 9.149765 11.267780 13.350010 0.1 0.3 0.6
H 10.097805 12.193600 10.744880 0.1 -0.4 0.1
H 7.263625 12.608260 10.906920 0.3 1.4 0.1
H 7.952265 11.195050 10.992980 1.3 -0.7 -0.6
H 7.118465 11.818870 13.104270 0.1 -0.3 0.5
H 8.279915 13.140390 13.179800 0.3 -0.2 0.7
H 8.764475 10.388560 13.360830 0.1 -0.7 0.1
O 14.530025 11.411660 7.005730 0.9 -0.4 -0.6
C 14.583335 11.109240 8.368100 -1.3 1.0 0.7
C 13.566115 12.069020 9.040950 0.3 -0.4 0.5
O 12.153305 11.802430 8.764400 1.1 -0.2 0.2
H 13.790865 10.955460 6.596920 -0.3 -0.2 -0.3
H 14.406265 10.067950 8.637270 -0.5 -0.3 -0.3
H 15.582545 11.282420 8.767690 0.1 0.5 -0.1
H 13.812845 13.078370 8.711650 -0.1 0.0 -0.1
H 13.707845 12.055390 10.121610 -0.3 -0.1 0.1
H 11.888615 12.253180 7.959190 0.2 0.1 -0.1
O 11.495175 11.151470 12.068320 1.8 -0.9 -1.2
C 11.730155 9.763220 11.767180 -1.3 -0.6 -1.1
C 10.609545 9.152260 10.845990 0.1 0.5 0.5
O 10.314815 9.880470 9.651010 -0.7 -0.6 0.8
H 10.711755 11.299960 12.602920 -0.8 -0.4 0.5
H 12.668305 9.601130 11.236430 0.3 0.8 0.1
H 11.759945 9.121990 12.648110 0.0 0.2 0.3
H 9.760085 9.056200 11.522220 -0.7 0.7 -0.3
H 10.726505 8.104420 10.569500 1.0 -0.1 0.1
H 10.999855 10.509840 9.413920 0.6 0.3 0.1
O 14.137915 12.166170 12.808940 1.1 -1.2 -0.5
C 14.673865 10.868390 13.153110 1.3 1.2 1.9
C 16.104445 11.055430 13.816400 -0.7 -0.5 -0.8
O 17.076735 11.399110 12.835740 -0.3 0.7 -0.5
H 13.243675 11.964870 12.523600 -0.7 0.2 -0.2
H 14.007735 10.528470 13.946100 0.1 -0.7 0.1
H 14.753545 10.102650 12.381490 -0.2 0.4 -0.5
H 16.478715 10.144820 14.284160 -0.6 -0.4 0.2
H 16.014795 11.795290 14.611800 0.1 0.4 -0.2
H 17.931045 10.986990 12.983740 -0.2 -0.1 0.3
C 6.452415 9.039340 12.896550 -0.5 -0.2 0.6
O 7.820605 8.929580 13.223920 0.6 -0.1 -0.1
H 6.104565 8.076640 13.271150 -1.3 0.2 -0.6
H 5.977015 9.841840 13.460540 0.1 0.0 0.1
H 6.298775 9.233940 11.835130 -0.1 -0.3 -0.1
H 7.937415 7.978450 13.166390 1.0 0.2 0.1
C 11.369555 5.374830 11.385820 0.6 -0.9 -0.9
O 11.499185 6.272010 12.434440 -0.6 0.9 1.0
H 11.683415 4.380130 11.702300 0.2 -0.2 -0.2
H 10.357635 5.249910 11.000430 -0.2 0.5 0.5
H 11.977885 5.718780 10.549320 0.1 -0.3 -0.3
H 12.431755 6.381980 12.633950 0.0 0.0 0.0
C 11.124215 10.057260 5.961680 -0.7 1.4 -0.1
O 12.327705 10.618770 5.391110 0.1 -1.1 0.7
H 11.251985 9.237390 6.668510 0.9 -0.1 -0.5
H 10.625975 10.802280 6.582010 -0.1 0.3 0.0
H 10.398175 9.805280 5.188720 0.2 -0.4 -0.1
H 12.158505 11.407460 4.870600 -0.4 -0.1 0.1

88
Properties=species:S:1:pos:R:3:forces:R:3 method="wB97M-V/def2-TZVPD" homo_energy_ev="-12.771 / -13.178" spin_multiplicity=3 orbital_gap_ev="5.7 / 5.8" charge=+2 e_tot_ha=-5640.42295
W -0.084840 -0.259106 0.348328 -0.4 2.1 3.2
Cl 4.417373 -5.731323 -1.388600 0.0 -0.1 0.0
C 3.195427 -4.646082 -0.862974 0.2 0.1 -0.1
C 2.002607 -5.162562 -0.343500 -0.1 0.2 0.0
C 1.004108 -4.293163 0.054758 -0.1 -0.2 0.1
Cl -0.491795 -4.880151 0.682164 0.0 -0.1 0.0
C 1.174748 -2.919334 -0.057439 0.0 0.8 0.2
O 0.173929 -2.084075 0.236555 0.7 -3.5 -1.3
C 2.391411 -2.389082 -0.555817 -0.2 -0.5 0.1
C 2.576676 -0.998536 -0.635352 -0.9 0.7 0.8
O 1.665854 -0.139632 -0.192978 3.3 -0.8 -1.8
C 3.399677 -3.290875 -0.959950 0.1 0.1 -0.1
H 1.861158 -6.231862 -0.270828 0.0 0.0 0.0
H 3.500210 -0.570032 -1.001512 0.0 0.2 0.0
H 4.335550 -2.904369 -1.342932 0.0 -0.1 0.0
N -4.478734 -1.683313 -5.410022 0.1 0.0 0.0
C -3.785843 -1.412350 -4.535282 -0.3 -0.1 -0.4
C -2.940718 -1.067581 -3.447002 0.5 0.3 0.9
C -3.376313 -0.208099 -2.433764 -0.4 -0.2 -0.6
C -2.551204 0.080261 -1.383007 0.7 0.2 0.7
N -1.294188 -0.418087 -1.252045 -2.2 -1.1 -3.6
C -0.866547 -1.228361 -2.268937 0.0 0.4 0.7
C -1.641366 -1.571177 -3.341840 -0.3 -0.1 -0.5
H -4.367160 0.221967 -2.477577 0.0 0.0 0.1
H -2.857121 0.743557 -0.588754 -0.1 0.0 0.0
H 0.149439 -1.591070 -2.185917 0.0 -0.1 -0.1
H -1.254058 -2.227791 -4.108735 0.1 0.0 0.0
Se 0.137250 -0.472089 2.780590 0.8 -0.1 1.8
C 1.950245 -0.305844 3.511979 -0.6 0.0 -0.6
C 3.084599 -0.581674 2.769106 0.2 0.1 0.2
C 4.321641 -0.347843 3.361469 -0.2 0.0 -0.1
N 4.458284 0.109317 4.597423 0.3 0.0 0.1
C 3.362476 0.323715 5.313729 -0.1 0.0 0.0
C 2.077240 0.131668 4.819185 -0.1 0.0 -0.1
H 3.028222 -0.976075 1.771885 0.0 -0.1 -0.1
H 5.238674 -0.538919 2.813872 0.0 0.0 0.0
H 3.517047 0.672613 6.328547 0.0 0.0 0.0
H 1.200209 0.320052 5.424593 0.1 0.1 0.1
O -2.157189 -1.684376 1.143334 -0.5 0.5 -0.1
H -2.317678 -1.924505 2.064182 0.1 0.1 0.2
H -2.103028 -2.529686 0.681971 0.2 -0.1 -0.1
C 1.031952 1.575081 -2.685444 -0.1 0.1 0.2
O 0.389305 1.782557 -1.412843 0.3 0.0 -0.4
H 1.449485 2.509651 -3.056286 0.0 0.0 0.0
H 0.326728 1.171114 -3.414367 0.0 0.0 0.0
H 1.842590 0.869633 -2.531333 0.0 0.0 0.0
H -0.284720 2.452978 -1.559131 -0.2 0.0 0.3
O -1.100175 1.375321 0.723579 -0.9 1.2 0.5
P -1.423661 2.447740 1.821235 0.5 -0.1 0.1
N -2.379405 1.742039 2.933673 -0.2 0.4 -0.3
C -3.577461 0.974695 2.523437 0.0 0.0 0.0
C -4.130609 0.499179 3.859277 0.0 0.1 0.0
C -3.910490 1.720454 4.754561 0.1 -0.2 0.0
C -2.529798 2.223363 4.330016 0.1 -0.1 0.1
N 0.015184 2.911833 2.451318 -0.4 0.0 -0.3
C 0.149284 3.726218 3.681420 -0.1 0.1 0.1
C 1.482669 4.446232 3.513267 0.1 -0.1 -0.1
C 2.298407 3.463032 2.674324 -0.1 0.1 0.0
C 1.276890 2.925327 1.678539 0.1 0.1 0.0
N -2.215156 3.684064 1.090892 0.1 -0.1 0.5
C -3.581765 4.122518 1.463745 -0.1 0.1 -0.1
C -3.526129 5.640349 1.332232 0.1 0.0 -0.1
C -2.540958 5.855459 0.181491 0.0 -0.1 0.1
C -1.484382 4.773324 0.406772 0.0 0.0 -0.1
H -3.296861 0.170319 1.850175 0.0 0.0 0.0
H -4.311921 1.611337 2.017530 0.0 0.0 0.0
H -3.540994 -0.341445 4.231857 0.0 0.0 0.0
H -5.175856 0.205641 3.793777 0.0 -0.1 0.0
H -3.934890 1.472787 5.813258 0.0 0.1 0.0
H -4.675572 2.474448 4.564394 0.0 0.0 0.0
H -1.745733 1.766907 4.938113 0.0 0.1 0.0
H -2.447467 3.308715 4.404203 0.0 -0.1 0.0
H 0.167269 3.067217 4.552403 0.0 0.0 0.0
H -0.683722 4.424357 3.788249 0.0 0.0 0.0
H 1.954244 4.660910 4.469632 -0.1 0.1 0.0
H 1.347841 5.386986 2.976864 0.0 0.0 0.0
H 2.665439 2.654640 3.308082 0.0 -0.1 0.0
H 3.144215 3.930186 2.174460 0.0 0.0 0.0
H 1.536369 1.932326 1.328308 0.0 -0.2 0.0
H 1.203480 3.584198 0.808286 0.0 0.0 0.0
H -3.834937 3.810937 2.475454 0.0 -0.1 0.0
H -4.311757 3.700624 0.767594 0.0 0.0 0.0
H -3.140115 6.082037 2.252616 0.0 0.0 0.0
H -4.505227 6.065560 1.124608 0.0 0.0 0.1
H -2.101891 6.850087 0.184374 0.0 0.0 -0.1
H -3.041709 5.700836 -0.774987 0.0 0.0 0.0
H -0.672487 5.140448 1.040802 0.0 0.0 0.0
H -1.050271 4.426207 -0.534488 0.0 0.0 0.0